Record 1
# C47H37N3O2P2TeTl

C47H37N3O2P2TeTl as an isolated structure (ωB97M-V/def2-TZVPD, OMol25).

Structure (XYZ):
```
93
Properties=species:S:1:pos:R:3:forces:R:3
Tl 0.8039 1.3816 -2.0005 -0.0686 0.4991 -0.7192
C 1.9945 3.2239 0.8434 -0.1861 0.3112 0.1924
O 2.3226 2.1055 0.0524 0.7333 -0.3752 -0.0709
C 3.6179 1.6663 -0.0030 -0.2343 -0.1445 -0.3540
C 4.6473 2.2881 0.6840 -0.0244 0.1081 0.1126
C 5.9521 1.8357 0.5783 -0.0420 -0.0293 0.0008
C 6.2312 0.7355 -0.2092 0.1874 0.0000 0.0311
C 5.2140 0.0967 -0.8886 -0.2001 0.0810 -0.0154
C 3.8890 0.5386 -0.8194 0.8526 0.3707 0.4066
N 2.8599 -0.0595 -1.5513 -0.3509 -1.9262 -0.9849
N 3.2355 -1.1573 -2.1304 0.1821 1.8242 1.2192
C 2.4691 -1.9248 -2.9103 -1.0309 -0.0964 -0.3430
C 1.0453 -1.8057 -3.1537 0.2763 0.4356 0.1512
O 0.3011 -0.8996 -2.6951 0.1102 -0.2650 -0.0383
C 0.4340 -2.8221 -3.9824 -0.0657 -0.2364 -0.3178
C 1.1489 -3.7687 -4.6255 -0.3369 0.2198 0.1381
C 2.5600 -3.8659 -4.4635 0.4324 0.0638 0.2119
C 3.3128 -4.8204 -5.1627 0.0596 -0.0495 0.0209
C 4.6675 -4.9262 -4.9767 0.0154 -0.1756 -0.1418
C 5.2952 -4.0933 -4.0510 0.0728 0.0297 0.0618
C 4.5802 -3.1516 -3.3577 0.1996 -0.0653 0.0318
C 3.2019 -2.9846 -3.5631 -0.0200 -0.2803 -0.2702
H 2.6225 4.0877 0.6063 -0.0301 -0.0287 -0.0664
H 2.0612 3.0008 1.9122 0.0853 -0.0754 -0.0367
H 0.9577 3.4532 0.5986 0.0155 0.0621 0.0523
H 4.4384 3.1362 1.3138 -0.0867 0.0985 0.0811
H 6.7366 2.3517 1.1109 0.0870 0.0295 0.0596
H 7.2461 0.3799 -0.3110 0.0906 -0.0484 0.0211
H 5.4273 -0.7590 -1.5114 -0.0133 0.0664 0.0203
H -0.6374 -2.7309 -4.1089 -0.0159 -0.0299 0.0223
H 0.6636 -4.4822 -5.2803 -0.0905 -0.0138 -0.0337
H 2.8133 -5.4850 -5.8541 -0.1238 -0.0287 -0.0757
H 5.2462 -5.6539 -5.5285 -0.0072 -0.0639 -0.0350
H 6.3573 -4.1931 -3.8794 0.1072 0.0064 0.0394
H 5.0693 -2.5233 -2.6323 0.0570 0.0400 -0.0266
Te -2.9420 -1.5063 0.0346 0.1270 0.7303 0.9547
C -4.3243 -0.9918 1.5805 -0.1496 -0.2863 -0.1433
C -5.6893 -0.8523 1.3520 0.2637 -0.1431 -0.1613
C -6.5081 -0.4610 2.3955 -0.2282 0.0133 0.0185
N -6.0787 -0.2341 3.6276 -0.3556 0.1492 0.2568
C -4.7802 -0.3905 3.8516 0.1348 0.0165 0.1143
C -3.8737 -0.7521 2.8755 0.1577 -0.0965 -0.1490
C -1.7155 0.1817 0.6993 0.0704 -0.8401 -1.3632
P 0.0843 -0.1731 0.5544 -0.7373 -0.3864 1.0982
C 0.1360 -1.9550 0.9964 0.2385 -0.0408 -0.0827
C -0.3195 -2.3613 2.2490 0.0971 -0.0102 -0.0369
C -0.4488 -3.7031 2.5486 -0.0426 0.0392 0.1378
C -0.1273 -4.6603 1.5999 0.0167 -0.1094 -0.0084
C 0.3547 -4.2661 0.3645 0.0056 -0.2470 -0.0078
C 0.4975 -2.9217 0.0677 -0.0044 0.1722 0.0212
C 0.7612 0.3990 2.1765 0.1847 0.0970 -0.2147
C 0.0202 0.9884 3.1900 -0.1107 -0.0687 -0.1535
C 0.6351 1.4544 4.3393 0.0937 0.0541 0.1961
C 2.0094 1.3492 4.4819 0.0396 0.0597 0.1293
C 2.7579 0.7352 3.4869 0.1752 -0.0463 0.0574
C 2.1347 0.2514 2.3533 -0.0715 -0.0020 0.0481
P -1.8816 1.3815 -0.6572 -0.7518 0.3139 0.6506
C -1.8317 3.0017 0.2208 0.1360 -0.0232 -0.3212
C -2.0996 3.1526 1.5730 0.0330 -0.0858 -0.0325
C -2.0286 4.3990 2.1641 -0.0239 0.1246 0.1388
C -1.7216 5.5130 1.4011 0.0179 0.2373 0.0395
C -1.4874 5.3824 0.0411 0.0408 0.1613 -0.0496
C -1.5286 4.1282 -0.5398 0.0146 -0.0265 -0.0780
C -3.6560 1.4900 -1.1247 0.2169 -0.0171 -0.2737
C -3.9406 1.1846 -2.4524 0.1131 0.0284 0.0390
C -5.2311 1.2614 -2.9363 -0.1579 0.0063 -0.1631
C -6.2552 1.6629 -2.0938 -0.0961 -0.0490 -0.0591
C -5.9793 1.9679 -0.7708 -0.1607 0.0705 0.0963
C -4.6869 1.8870 -0.2833 0.0958 -0.0279 -0.0592
H -6.1002 -1.0231 0.3667 -0.0566 0.0507 -0.0644
H -7.5709 -0.3076 2.2440 -0.0642 -0.0488 -0.1311
H -4.4657 -0.2130 4.8750 0.1478 -0.0115 -0.0064
H -2.8227 -0.8503 3.1064 0.0706 0.0614 0.0154
H -0.5817 -1.6113 2.9824 -0.0375 -0.0147 0.0607
H -0.8125 -4.0034 3.5219 -0.0386 -0.0281 0.0637
H -0.2476 -5.7098 1.8319 0.0083 -0.0708 -0.0143
H 0.6132 -5.0103 -0.3759 0.0546 -0.0424 -0.0679
H 0.8768 -2.6250 -0.8962 0.0030 0.0516 -0.0708
H -1.0507 1.0541 3.0759 -0.1212 0.0133 -0.0799
H 0.0383 1.8913 5.1307 -0.0023 0.0589 0.0006
H 2.4986 1.7343 5.3673 0.0055 0.0011 0.0476
H 3.8316 0.6397 3.5912 0.0304 -0.0180 0.0269
H 2.7136 -0.2432 1.5842 0.0915 -0.0163 -0.0421
H -2.3763 2.2814 2.1460 0.0273 -0.1503 0.0657
H -2.2143 4.5055 3.2240 -0.0528 0.0186 0.0828
H -1.6751 6.4889 1.8641 0.0179 0.0749 0.0469
H -1.2675 6.2561 -0.5625 0.0167 -0.0237 0.0346
H -1.3335 4.0129 -1.6008 0.0314 -0.0054 -0.0146
H -3.1232 0.8780 -3.0933 -0.0264 -0.0520 -0.0727
H -5.4438 1.0091 -3.9672 0.0052 0.0120 -0.0449
H -7.2675 1.7369 -2.4693 -0.0486 -0.0069 0.0085
H -6.7830 2.2686 -0.1136 -0.0677 0.0390 0.0862
H -4.4774 2.1228 0.7504 -0.0137 0.0264 0.0857
```
Forces are in eV/Å.

Total charge = -1
HOMO energy = -3.748 eV
Kohn-Sham gap = 5.57 eV
E_tot = -88468.7985 eV

---

Record 2
# C47H38AsLuO5P2

C47H38AsLuO5P2 as an isolated structure (ωB97M-V/def2-TZVPD, OMol25).

Structure (XYZ):
```
94
Properties=species:S:1:pos:R:3:forces:R:3
Lu 1.2358 0.0739 -2.2069 -0.0791 -0.1976 -0.0112
O 1.2394 -3.1017 -4.8450 -0.8533 -0.6493 -0.3031
C 1.4715 -2.2505 -4.0424 -1.3256 0.1258 1.1899
O 0.6723 -1.7803 -3.0733 -0.1246 -0.2823 -0.6306
C 2.8117 -1.5938 -4.0395 -1.0677 1.6840 0.5321
O 3.7167 -2.1378 -4.5393 2.9009 -1.0986 -1.0860
O 2.7953 -0.3876 -3.4994 0.2694 0.5771 0.5308
O 1.6748 2.1546 -0.8599 -0.2079 -0.4686 -0.4472
C 0.7036 2.2475 -1.6511 0.5211 -0.9321 0.1504
C -0.3192 3.2516 -1.4431 0.1535 0.5336 0.0908
C 0.0794 4.5338 -1.0229 0.3123 -2.3715 -0.4850
C -0.9132 5.4329 -0.8877 -0.5949 2.1038 0.6249
C -2.2234 5.0651 -1.0390 -1.8687 -1.9679 -0.8468
C -2.6552 3.7908 -1.5361 2.2813 0.2884 0.1940
C -1.6330 2.8427 -1.7593 0.2633 0.3818 -0.1473
P -1.6883 1.0344 -2.3721 0.5266 1.0633 -0.0810
C -1.2213 1.1449 -4.1612 0.0944 -0.4506 -1.7978
C -1.3741 0.0153 -5.0176 0.9520 2.0042 -1.1566
C -0.9539 0.0670 -6.3931 -1.7556 -2.6573 0.8767
C -0.3135 1.1459 -6.9329 -0.2261 -0.1831 1.3824
C -0.0961 2.1962 -6.0784 1.5860 1.8525 0.2247
C -0.5651 2.2472 -4.7801 -0.2679 -0.9035 1.2545
C -3.4468 0.5798 -2.3194 0.5837 -0.1293 0.9967
C -4.2448 0.4875 -3.4328 -0.8141 1.2493 -1.1053
C -5.5790 0.1153 -3.2931 0.3024 -1.0484 -0.2669
C -6.0282 -0.4263 -2.1149 -0.7554 0.9202 -0.1852
C -5.2553 -0.2702 -0.9978 0.7549 0.1765 0.1730
C -3.9734 0.2364 -1.0549 0.4697 0.0169 0.1048
H 1.1334 4.6474 -0.7938 -0.1174 0.4207 -0.1410
H -0.7387 6.4841 -0.6583 0.1828 -0.2680 0.2615
H -3.0044 5.7249 -0.7363 -0.3458 0.7233 -0.1961
H -3.6604 3.5771 -1.8350 -0.5510 0.0235 0.3401
H -1.7688 -0.8916 -4.6648 -0.5513 -1.0481 0.4618
H -1.2089 -0.8718 -6.9899 0.6710 1.4410 0.7501
H 0.1397 1.1609 -7.8783 0.2297 -0.1732 -1.2732
H 0.6463 2.9741 -6.3905 -1.0968 -0.4283 0.2140
H -0.3168 3.0600 -4.1217 0.0666 0.5053 -0.1736
H -3.9070 0.9048 -4.3980 -0.0544 -0.5086 0.5848
H -6.3021 0.1193 -4.0762 0.0449 0.1814 -0.9104
H -7.0614 -0.7459 -2.0442 0.1184 -0.1635 0.0917
H -5.6792 -0.4702 -0.0658 -0.4899 -0.5527 1.4724
H -3.4059 0.3410 -0.0967 -0.3500 0.0205 -1.0919
C 1.1666 -0.3180 1.6823 -1.1273 -1.6124 1.4203
C -0.0282 0.5465 1.8783 -0.4377 0.7822 0.1378
As -0.2365 1.3401 3.6741 -0.7277 -0.3054 0.0683
C 1.3698 2.3984 3.6173 0.5896 -0.5392 0.7617
C 1.3586 3.6327 3.0092 -0.8879 -0.2305 -0.7179
C 2.4796 4.3931 2.9892 1.8437 1.1899 0.0781
C 3.7182 3.9509 3.5048 -0.9072 0.9996 -0.2596
C 3.7378 2.7072 4.0782 0.3418 0.2099 0.3788
C 2.5630 2.0050 4.1994 -0.0312 -2.2303 0.3007
C 0.2577 -0.1224 4.9302 -0.6109 0.3906 -1.5886
C 0.6074 0.3109 6.1764 0.5486 -0.0677 0.3034
C 0.8381 -0.6266 7.1621 -0.4594 0.0111 -0.7988
C 0.6597 -1.9641 6.9260 0.5786 -1.0678 -0.1758
C 0.3200 -2.4356 5.6320 0.2370 0.6950 1.6836
C 0.0902 -1.4904 4.6615 -0.4270 0.0398 -1.4714
P 0.9757 -1.3746 0.2586 0.8746 -1.0665 -0.7933
C -0.4277 -2.4985 0.6168 1.0870 0.7760 0.1722
C -0.3000 -3.6274 1.3939 -0.6007 -0.5046 -0.3752
C -1.3828 -4.4788 1.5195 0.4789 -0.2286 1.2689
C -2.6181 -4.1353 1.0541 -0.7373 0.8487 -0.6007
C -2.7683 -2.9443 0.3579 -0.9896 0.0938 -0.6112
C -1.6518 -2.1660 0.1064 -1.0356 1.3987 -0.9267
C 2.4210 -2.5581 0.2461 -1.5435 0.0717 -0.5364
C 2.2486 -3.6722 -0.5605 1.1038 -2.3834 -0.4788
C 3.2932 -4.6631 -0.7789 -0.0308 4.1372 1.8120
C 4.5435 -4.3343 -0.1793 -0.8681 -0.1639 -0.6612
C 4.6833 -3.2053 0.6143 0.1387 0.4857 0.2176
C 3.6305 -2.3452 0.8456 0.2903 1.3771 0.8399
H 1.2660 -0.9225 2.5773 0.2781 -0.4577 0.0665
H 2.0368 0.2365 1.6516 1.9169 1.3614 -0.4478
H -0.9609 0.0564 1.6496 -0.3763 -0.3930 -0.0149
H 0.0297 1.3938 1.2057 -0.1103 0.4286 -0.1506
H 0.5025 3.9892 2.4496 -0.3032 0.0351 0.2771
H 2.3914 5.3928 2.5834 0.2224 0.0228 -0.1659
H 4.5802 4.6195 3.5250 -0.1943 -0.3032 -0.2212
H 4.6327 2.2810 4.4974 0.2646 0.0303 0.0773
H 2.6428 1.0156 4.7062 -0.2670 0.8285 -0.4273
H 0.8229 1.3514 6.3759 -0.2332 0.1462 0.0122
H 1.1731 -0.2802 8.0861 0.4311 0.3145 1.5581
H 0.9324 -2.6249 7.7616 -0.3952 -0.0530 -0.6315
H 0.2601 -3.4939 5.4603 -0.1485 -0.2254 -0.2207
H -0.2231 -1.8188 3.6347 0.2835 0.3137 1.1045
H 0.6050 -3.8837 1.8754 0.9706 -0.1987 0.2644
H -1.2933 -5.3501 2.1452 0.1572 -0.3188 -0.0031
H -3.4929 -4.7212 1.2560 -0.1540 -0.4244 0.0260
H -3.7690 -2.6549 -0.0401 0.9731 -0.1636 0.3811
H -1.7340 -1.2179 -0.4728 -0.0506 -0.9360 0.3130
H 1.2739 -3.8588 -0.9964 0.0886 0.0564 -0.2551
H 3.1401 -5.4041 -1.5074 -0.0328 -1.0814 -0.5036
H 5.4611 -4.8563 -0.3796 -0.0173 -0.5990 -0.1734
H 5.6360 -2.8677 1.0151 0.0561 -0.5820 -0.0748
H 3.7548 -1.4347 1.4676 0.1625 -0.7186 -0.4036
```
Forces are in eV/Å.

Total charge = 0
HOMO energy = -7.929 eV
Kohn-Sham gap = 7.75 eV
E_tot = -172630.2413 eV

---

Question: Among the records above, which one has the highest HOMO energy?
Answer: C47H37N3O2P2TeTl